[1]
{"formula": "C30H37Br2Cl3F4FePSi2", "method": "ωB97M-V/def2-TZVPD", "spin_multiplicity": 2, "molar_mass_g_mol": 882.78, "e_tot_ev": -279651.75569, "s2": 0.859, "charge": 2, "species": ["Br", "Br", "Fe", "Cl", "Cl", "Cl", "P", "Si", "Si", "F", "F", "F", "F", "C", "C", "C", "C", "C", "C", "C", "C", "C", "C", "C", "C", "C", "C", "C", "C", "C", "C", "C", "C", "C", "C", "C", "C", "C", "C", "C", "C", "C", "C", "H", "H", "H", "H", "H", "H", "H", "H", "H", "H", "H", "H", "H", "H", "H", "H", "H", "H", "H", "H", "H", "H", "H", "H", "H", "H", "H", "H", "H", "H", "H", "H", "H", "H", "H", "H", "H"], "coordinates": [[0.419, -3.783, 1.419], [1.374, -0.238, -0.139], [1.190, -1.446, 1.792], [2.092, -2.150, 3.947], [5.204, -1.289, 3.591], [2.896, 0.910, 4.723], [-0.856, -0.992, 2.778], [1.364, 0.944, -2.926], [3.356, -0.549, 3.412], [-3.266, -6.309, 3.983], [-4.441, -4.031, 4.889], [-3.308, -1.643, 4.381], [-1.075, -6.150, 2.391], [-1.035, -0.548, -3.412], [-0.597, -0.098, 6.752], [2.078, -1.812, -3.371], [-0.575, 1.291, 6.728], [-2.746, -5.137, 3.703], [3.944, -0.189, -3.512], [-3.463, -0.706, -0.276], [-3.093, 0.653, 2.134], [-4.333, 0.310, 0.098], [-4.146, 0.987, 1.293], [-1.058, -3.818, 2.626], [-0.787, -0.131, 4.360], [-1.580, -2.644, 3.154], [2.196, 2.616, -2.442], [2.219, -0.222, -5.319], [2.452, -0.387, -3.807], [-0.714, 1.263, 4.334], [3.421, 2.434, -1.534], [-1.615, -5.053, 2.902], [-3.331, -3.973, 4.186], [-0.837, 1.703, -4.486], [-2.222, -0.362, 1.758], [-0.540, 0.893, -3.210], [-2.399, -1.033, 0.545], [-2.741, -2.748, 3.913], [2.624, 3.326, -3.738], [-0.689, -0.814, 5.571], [-1.343, 1.492, -2.042], [-0.627, 1.972, 5.521], [1.186, 3.502, -1.697], [-0.696, -1.897, 5.595], [-2.116, -0.529, -3.561], [2.739, -2.518, -3.878], [-1.707, -1.815, 0.248], [-3.609, -1.235, -1.208], [1.785, 3.491, -4.416], [0.364, 3.808, -2.343], [-2.977, 1.163, 3.080], [-1.078, 1.036, -1.087], [-0.597, 3.053, 5.504], [-0.598, -1.016, -4.293], [-1.913, 1.675, -4.672], [-0.824, -1.161, -2.533], [-0.334, 1.293, -5.363], [-4.819, 1.783, 1.581], [1.192, -0.448, -5.607], [0.791, 2.999, -0.813], [4.159, -0.272, -2.447], [2.464, 0.785, -5.664], [-0.541, -0.628, 7.693], [-0.546, 2.750, -4.385], [3.402, 2.781, -4.273], [-0.736, 1.789, 3.386], [-2.401, 1.299, -2.224], [3.818, 3.422, -1.292], [4.318, 0.763, -3.888], [-1.215, 2.568, -1.967], [-5.161, 0.567, -0.549], [1.695, 4.410, -1.366], [2.870, -0.919, -5.850], [4.218, 1.874, -2.014], [2.210, -1.943, -2.297], [1.056, -2.076, -3.632], [3.153, 1.941, -0.599], [4.506, -0.974, -4.022], [3.031, 4.304, -3.474], [-0.497, 1.841, 7.656]], "forces_ev_per_a": [[-0.1, 0.0, 0.0], [0.0, 0.2, -0.4], [1.2, 0.6, 1.3], [-0.3, -0.3, -0.1], [0.0, 0.3, -0.4], [0.3, 0.1, -0.4], [-0.4, -0.7, 0.2], [0.2, 0.2, -0.5], [-1.7, -0.6, -0.1], [-0.1, 0.0, 0.0], [0.0, 0.0, 0.1], [-0.2, -0.1, 0.1], [-0.1, -0.1, 0.1], [0.2, 0.1, 0.0], [0.1, -0.1, 0.0], [-0.1, 0.0, 0.0], [0.0, 0.0, 0.0], [0.0, 0.1, 0.0], [0.0, 0.1, 0.0], [0.0, 0.0, 0.0], [0.0, -0.1, 0.0], [0.0, 0.0, 0.0], [0.0, 0.1, 0.0], [-0.1, 0.1, 0.2], [0.3, 0.2, -0.3], [0.3, 0.1, 0.0], [-0.3, -0.4, 0.3], [-0.2, 0.2, 0.1], [-0.2, 0.1, 0.5], [-0.1, -0.1, 0.0], [0.0, -0.1, -0.1], [0.2, 0.1, -0.2], [0.0, 0.0, -0.1], [0.4, 0.1, 0.0], [0.5, 0.1, -0.2], [0.1, -0.2, 0.3], [0.0, 0.1, 0.0], [0.2, 0.0, -0.1], [-0.1, -0.2, -0.2], [-0.1, 0.0, -0.1], [0.2, 0.1, 0.0], [0.0, 0.0, 0.0], [0.1, 0.0, -0.1], [0.0, 0.0, 0.0], [0.0, 0.0, 0.0], [0.0, 0.0, 0.0], [0.0, 0.0, 0.0], [0.0, 0.0, 0.0], [0.0, 0.0, 0.0], [0.0, 0.0, 0.1], [0.0, 0.0, 0.0], [-0.1, 0.0, 0.0], [0.0, 0.0, 0.0], [0.0, 0.0, 0.0], [0.0, 0.0, 0.0], [0.0, -0.1, 0.0], [0.0, 0.0, 0.0], [0.0, 0.0, 0.0], [0.0, 0.0, 0.0], [-0.1, 0.1, 0.0], [0.1, 0.0, 0.0], [0.0, 0.0, -0.1], [0.0, 0.0, 0.0], [0.0, 0.0, 0.0], [0.0, 0.0, 0.0], [0.0, 0.1, 0.0], [0.0, 0.0, 0.0], [0.0, 0.0, 0.0], [0.0, 0.0, 0.1], [-0.1, 0.0, 0.1], [0.0, 0.0, 0.0], [0.0, 0.0, 0.0], [0.0, 0.0, 0.0], [0.0, 0.0, 0.1], [0.0, -0.1, 0.0], [0.0, 0.0, 0.0], [0.1, 0.0, 0.0], [0.0, 0.0, 0.0], [0.0, 0.0, 0.0], [0.0, 0.0, 0.0]], "mulliken_charge": [-0.082, 0.211, -0.503, -0.076, -0.126, -0.086, 1.754, -1.908, 0.480, -0.246, -0.252, -0.353, -0.301, -1.911, -0.844, -1.600, -0.587, 0.522, -1.990, -0.741, -0.345, -0.589, -0.812, -0.058, 0.894, -0.280, 2.414, -1.746, 2.438, -0.500, -1.718, 0.291, 0.228, -1.739, 0.969, 2.618, -0.700, 0.148, -1.615, -0.566, -1.587, -0.762, -1.888, 0.435, 0.555, 0.533, 0.156, 0.461, 0.351, 0.368, 0.589, 0.124, 0.446, 0.461, 0.516, 0.299, 0.354, 0.482, 0.334, 0.288, 0.368, 0.379, 0.451, 0.358, 0.306, 0.606, 0.601, 0.550, 0.381, 0.299, 0.466, 0.650, 0.516, 0.344, 0.335, 0.297, 0.322, 0.606, 0.510, 0.451]}

***

[2]
{"formula": "C4H6N2", "method": "ωB97M-V/def2-TZVPD", "smiles": "C1=N[C@@H]2C[C@@H]2N1", "molar_mass_g_mol": 82.11, "e_above_lowest_kcal_mol": 43.5, "species": ["N", "N", "C", "C", "C", "C", "H", "H", "H", "H", "H", "H"], "coordinates": [[-0.766, 0.809, 1.068], [1.304, 0.550, 0.124], [0.300, 0.012, -0.825], [0.519, 0.822, 1.256], [-1.036, 0.335, -0.266], [-0.657, -1.114, -0.378], [-1.784, 0.758, -0.901], [-1.169, -1.505, -1.228], [0.656, 0.102, -1.842], [1.028, 1.163, 2.204], [2.111, -0.140, 0.316], [-0.505, -1.792, 0.471]], "forces_ev_per_a": [[1.2, 1.0, 1.1], [0.5, -2.3, 0.5], [1.5, -0.7, 0.1], [-1.0, 0.7, 0.1], [1.2, -0.3, 1.0], [0.3, 0.6, -0.9], [-0.7, 0.2, 0.3], [0.0, -0.9, -0.4], [-0.5, -0.1, -0.1], [-0.8, -0.6, -1.1], [-1.6, 1.6, -0.4], [-0.1, 0.7, -0.2]], "mulliken_charge": [-0.597, -0.398, -0.181, 0.039, -0.067, -0.648, 0.349, 0.266, 0.369, 0.344, 0.289, 0.235]}

***

[3]
{"formula": "C3H9NO3", "method": "ωB97M-V/def2-TZVPD", "smiles": "CC(O)O.NC=O", "molar_mass_g_mol": 107.11, "e_above_lowest_kcal_mol": 52.5, "species": ["O", "O", "O", "N", "C", "C", "C", "H", "H", "H", "H", "H", "H", "H", "H", "H"], "coordinates": [[-0.350, 1.733, -0.327], [1.380, -1.553, 0.484], [-0.145, 1.061, 1.872], [1.392, -0.586, -1.522], [1.785, -1.541, -0.689], [-0.403, 0.605, 0.565], [-1.811, 0.043, 0.431], [0.418, -0.393, 0.591], [2.266, -2.426, -1.132], [0.684, 0.077, -1.016], [0.455, 2.223, -0.122], [-1.979, -0.283, -0.594], [-2.556, 0.805, 0.681], [-1.936, -0.804, 1.102], [-0.872, 1.631, 2.164], [1.672, -0.591, -2.488]], "forces_ev_per_a": [[0.5, -0.8, -0.2], [1.6, -1.1, -0.6], [-0.1, 0.3, 0.3], [-1.1, 1.5, 1.1], [-1.5, -1.0, 0.9], [0.2, -1.6, 1.5], [0.3, 0.2, 0.0], [-1.9, 3.1, -0.8], [0.5, 0.3, 0.1], [1.8, -1.0, -2.1], [0.0, 0.0, 0.1], [-0.1, 0.0, 0.0], [0.0, 0.0, -0.1], [0.0, 0.0, 0.0], [0.0, 0.0, -0.1], [-0.3, 0.3, 0.1]], "mulliken_charge": [-0.584, -0.612, -0.551, -0.299, 0.231, 0.050, -1.143, 0.436, 0.356, 0.278, 0.316, 0.293, 0.378, 0.347, 0.321, 0.184]}

***

[4]
{"formula": "C5H11AgO4", "method": "ωB97M-V/def2-TZVPD", "spin_multiplicity": 3, "molar_mass_g_mol": 243.01, "e_above_lowest_kcal_mol": 19.3, "s2": 2.015, "species": ["Ag", "O", "O", "O", "O", "C", "C", "C", "C", "C", "H", "H", "H", "H", "H", "H", "H", "H", "H", "H", "H"], "coordinates": [[0.139, 0.930, -0.353], [-1.582, -0.315, -0.500], [0.858, -1.111, -0.281], [1.940, 1.042, -1.047], [0.330, 0.914, 1.610], [-0.004, -2.134, -0.717], [2.186, -1.076, 0.110], [2.848, 0.135, -0.518], [-1.365, -1.696, -0.231], [-2.820, 0.160, 0.022], [1.273, 0.025, 1.822], [0.263, -3.103, -0.273], [-1.375, -1.800, 0.867], [2.642, -2.062, -0.035], [-2.879, -0.008, 1.107], [-2.158, -2.291, -0.705], [0.080, -2.189, -1.811], [3.420, 0.640, 0.298], [-3.653, -0.362, -0.471], [3.595, -0.235, -1.248], [-2.907, 1.236, -0.155]], "forces_ev_per_a": [[-1.3, 2.5, -0.7], [-1.4, -0.4, -0.5], [0.9, -1.4, 0.4], [2.5, 0.1, -1.1], [4.0, -3.7, 2.6], [0.8, -0.1, 0.0], [-0.9, -1.5, -1.6], [0.2, 1.0, 1.2], [-0.3, -0.1, 0.7], [-0.5, -0.2, 0.3], [-4.1, 3.9, -1.1], [-0.2, 0.1, -0.1], [-0.2, -0.2, -0.3], [0.2, 0.2, 0.5], [0.1, 0.0, -0.2], [0.1, 0.1, 0.2], [-0.2, -0.1, 0.1], [0.1, -0.3, -0.4], [0.1, 0.1, 0.1], [-0.3, 0.2, -0.1], [0.2, -0.3, -0.1]], "mulliken_charge": [0.631, -0.264, 0.109, -0.838, -0.729, -0.508, -0.591, -0.091, -0.414, -0.728, 0.334, 0.324, 0.300, 0.355, 0.335, 0.379, 0.319, 0.247, 0.306, 0.291, 0.232]}